Entry 1:
Computed, not measured: a 2-piece molecular cluster, C3H12N2O overall, with ωB97M-V/def2-TZVPD.

```
! wB97M-V def2-TZVPD RIJCOSX def2/J DEFGRID3
* xyz 0 1
C 6.20072 0.11059 -1.57234
C 5.81112 -1.03556 -2.45801
O 4.39660 -1.31712 -2.42575
H 5.49028 0.93069 -1.59843
H 6.40028 -0.23560 -0.56374
H 7.18078 0.50082 -1.89092
H 6.29255 -1.98801 -2.27233
H 6.06423 -0.80407 -3.50954
H 4.19559 -1.74165 -3.27195
N -5.24480 -0.33828 2.80333
C -6.36253 0.50342 2.35788
N -6.10437 1.55205 1.37788
H -4.76417 -0.73869 2.00314
H -4.60163 0.29642 3.26408
H -7.13762 -0.15834 1.96909
H -6.75215 0.97742 3.26178
H -5.59667 2.29671 1.85383
H -5.46823 1.18920 0.67200
*
```

- E_tot (eV) = -8332.6102
- frontier orbital gap (eV) = 10.19
- E_LUMO (eV) = 0.992
- relative energy (zero: lowest compared OMol25 entry of this formula, charge and spin) (kcal/mol) = 16.4
- structure (SMILES) = CCO.NCN
- HOMO (hartree) = -0.33792

Entry 2:
Computed, not measured: C13H25F4NO3Si2 as an isolated structure, with ωB97M-V/def2-TZVPD.

```
! wB97M-V def2-TZVPD RIJCOSX def2/J DEFGRID3
* xyz 0 1
C -0.19816 2.23208 -3.85069
C 1.15882 1.57269 -3.37311
C 1.05977 0.90501 -1.91099
C -0.28578 0.03043 -1.85512
Si -0.17785 -1.37741 -0.54088
C -1.63039 -1.28915 0.67728
C -2.85341 -0.38257 0.16867
C -3.59738 -0.96565 -1.08857
F -4.87074 -1.48367 -0.72365
N -0.40768 -2.90016 -1.49456
C 0.63766 -3.08378 -2.13511
O 1.70331 -3.32833 -2.53047
O 1.37940 -1.23883 0.14787
Si 1.59660 -2.01914 1.64970
C 1.10371 -0.87918 3.13001
O 1.51269 0.46920 2.85579
C 0.41490 1.31779 2.48510
C 0.91106 2.81506 2.75438
C 1.47048 3.46440 1.39984
C 0.84612 -3.78667 1.78605
F -0.45970 -3.82376 2.28513
F 1.60878 -4.45809 2.76435
F 0.97976 -4.56507 0.64520
H -0.89476 1.41231 -4.19646
H 0.05865 2.90633 -4.72285
H -0.64429 2.82184 -3.00434
H 2.02620 2.28534 -3.32168
H 1.43758 0.72503 -4.06381
H 1.98862 0.28829 -1.80049
H 0.98961 1.74740 -1.16328
H -0.48721 -0.40782 -2.87921
H -1.11523 0.75634 -1.64353
H -2.05784 -2.33886 0.74881
H -1.37545 -0.90444 1.70273
H -2.50410 0.68067 0.04977
H -3.60389 -0.41087 1.01797
H -3.81210 -0.08968 -1.77634
H -3.01084 -1.70904 -1.68883
H 3.05669 -2.19734 1.80158
H 0.03125 -0.99843 3.44523
H 1.73095 -1.23617 4.00485
H 0.24897 1.27040 1.36055
H -0.52341 1.10080 3.06636
H 0.06796 3.47221 3.09631
H 1.76869 2.80213 3.49170
H 2.39974 2.92410 1.06280
H 0.65424 3.30697 0.63050
H 1.66800 4.56730 1.53547
*
```

- E_tot (eV) = -48146.3663
- frontier orbital gap (eV) = 10.46
- E_LUMO (eV) = 0.553
- HOMO (hartree) = -0.36395

Entry 3:
Computed, not measured: a 2-piece molecular cluster, C5H13NO overall, with ωB97M-V/def2-TZVPD.

```
! wB97M-V def2-TZVPD RIJCOSX def2/J DEFGRID3
* xyz 0 1
C -0.96834 0.64712 -1.34229
C 0.29570 0.30014 -1.17356
C 1.10901 -0.38313 -2.25568
C 0.90430 0.22532 0.19094
C 0.66772 -1.17465 0.81492
N -0.73528 -1.60341 0.93456
H -1.55260 0.52418 -2.25255
H -1.63526 1.03732 -0.57621
H 2.15234 -0.52677 -1.96745
H 0.93774 0.13953 -3.19257
H 0.75509 -1.40209 -2.44762
H 0.60175 0.91335 0.97093
H 1.98489 0.38020 0.16975
H 1.34943 -1.89294 0.35236
H 0.94969 -1.10024 1.87475
H -1.27492 -1.02982 0.27954
H -0.86348 -2.50201 0.46850
O -1.09473 1.99503 2.32263
H -1.34653 1.07121 2.47084
H -0.44716 2.06594 1.60695
*
```

- E_tot (eV) = -8932.2338
- frontier orbital gap (eV) = 10.47
- E_LUMO (eV) = 0.858
- relative energy (zero: lowest compared OMol25 entry of this formula, charge and spin) (kcal/mol) = 41.0
- structure (SMILES) = C=C(C)CCN.O
- HOMO (hartree) = -0.35340

Entry 4:
Computed, not measured: C6H15NO2 in the gas phase, with ωB97M-V/def2-TZVPD.

```
! wB97M-V def2-TZVPD RIJCOSX def2/J DEFGRID3
* xyz 0 1
C 2.32598 -0.17679 0.86081
C 1.63545 0.36543 -0.38417
N 1.69108 1.81171 -0.38798
C 0.01185 -0.14068 -0.60493
C -0.03514 -1.50800 -1.27939
C -0.66708 -0.09119 0.72519
C -2.35915 -0.09315 0.59183
O -2.91573 -0.32588 -0.67644
O -2.79209 1.18260 1.01237
H 1.92101 0.26397 1.77921
H 2.21855 -1.26215 0.93594
H 3.39944 0.05031 0.84567
H 2.15282 -0.00116 -1.27554
H 2.57428 2.18927 -0.72173
H 1.29177 2.22048 0.45279
H -0.41610 0.60204 -1.28726
H -1.05509 -1.77714 -1.56776
H 0.56140 -1.50674 -2.19835
H 0.34638 -2.29478 -0.62322
H -0.38993 -0.95368 1.34118
H -0.42794 0.81204 1.29276
H -2.75462 -0.84859 1.27890
H -2.56358 0.36777 -1.25480
H -3.75358 1.11432 1.14491
*
```

- E_tot (eV) = -12049.7219
- frontier orbital gap (eV) = 9.69
- E_LUMO (eV) = 0.918
- relative energy (zero: lowest compared OMol25 entry of this formula, charge and spin) (kcal/mol) = 39.0
- structure (SMILES) = C[C@H](N)[C@@H](C)CC(O)O
- HOMO (hartree) = -0.32243

Entry 5:
Computed, not measured: C22H22N2O5S2 in the gas phase, with ωB97M-V/def2-TZVPD.

```
! wB97M-V def2-TZVPD RIJCOSX def2/J DEFGRID3
* xyz 0 1
C 6.26888 0.21539 -2.54540
C 4.84021 0.02568 -2.04139
N 4.56201 0.68012 -0.78306
C 4.59157 2.13208 -0.72121
C 3.33387 2.66480 -0.04358
S 5.07562 -0.16169 0.56086
O 4.98619 0.71100 1.69292
O 6.31816 -0.84775 0.33406
C 3.77529 -1.39720 0.67237
C 4.08312 -2.74439 0.68682
C 3.05822 -3.67578 0.77622
C 1.74448 -3.24942 0.84645
C 1.44213 -1.88805 0.83083
C 0.01258 -1.47574 0.90011
O -0.90137 -2.25829 0.98209
O -0.09682 -0.14265 0.85975
C -1.29392 0.55572 0.90307
C -1.17422 1.90127 1.24179
C -2.30613 2.69157 1.27980
C -3.55282 2.16724 0.98670
C -3.66698 0.82354 0.64494
N -4.88197 0.21749 0.33383
C -6.12731 0.77932 0.26774
O -6.37305 1.94935 0.48238
C -7.19408 -0.16505 -0.09893
C -8.51860 0.16079 -0.21977
C -9.32622 -0.93161 -0.58534
C -8.61277 -2.07875 -0.73995
S -6.94094 -1.85023 -0.44320
C -2.53008 0.01490 0.59889
C 2.47185 -0.95573 0.74638
H 6.96445 -0.16453 -1.80255
H 6.40716 -0.32918 -3.47589
H 6.48103 1.26715 -2.72216
H 4.64929 -1.03786 -1.87541
H 4.11936 0.39251 -2.77999
H 5.47303 2.46467 -0.16443
H 4.65705 2.51539 -1.74163
H 2.44538 2.30557 -0.55857
H 3.31487 2.33277 0.99049
H 3.33675 3.75186 -0.06340
H 5.11950 -3.03850 0.62777
H 3.28646 -4.73049 0.79085
H 0.93048 -3.95551 0.91511
H -0.19895 2.30006 1.47010
H -2.21914 3.73406 1.54405
H -4.43309 2.78609 1.01904
H -4.81446 -0.77202 0.13333
H -8.87864 1.15857 -0.04741
H -10.38995 -0.87023 -0.72776
H -8.96577 -3.05381 -1.01248
H -2.62219 -1.02638 0.33595
H 2.27048 0.10187 0.73882
*
```

- E_tot (eV) = -58059.5192
- frontier orbital gap (eV) = 8.60
- E_LUMO (eV) = -0.013
- relative energy (zero: lowest compared OMol25 entry of this formula, charge and spin) (kcal/mol) = 2.2
- structure (SMILES) = CCN(CC)S(=O)(=O)c1cccc(C(=O)Oc2cccc(NC(=O)c3cccs3)c2)c1
- HOMO (hartree) = -0.31659

Entry 6:
Computed, not measured: a 3-piece molecular cluster, C3H12NO2 overall, with ωB97M-V/def2-TZVPD.

```
! wB97M-V def2-TZVPD RIJCOSX def2/J DEFGRID3
* xyz 1 1
C 2.14500 0.43147 -1.47053
C 1.17760 -0.18762 -0.51687
C 1.30619 -0.10714 0.79891
N 0.34323 -0.80913 1.67820
H 1.62024 1.04682 -2.19820
H 2.69147 -0.35447 -1.99574
H 2.90171 1.02071 -0.95363
H 0.33022 -0.71079 -0.94447
H 2.09508 0.41103 1.32246
H 0.72102 -1.69522 1.98678
H -0.56969 -0.96976 1.14676
H 0.14887 -0.26037 2.50904
H -2.25988 -0.28396 -0.00655
H -2.58458 -1.83026 0.20506
O -1.89134 -1.15197 0.32324
H -2.11125 2.09617 -1.02804
H -3.47531 1.87802 -0.37490
O -2.58859 1.47647 -0.48151
*
```

- E_tot (eV) = -8884.4096
- frontier orbital gap (eV) = 11.30
- E_LUMO (eV) = -2.967
- relative energy (zero: lowest compared OMol25 entry of this formula, charge and spin) (kcal/mol) = 10.7
- HOMO (hartree) = -0.52422